Here is C28H21N10O3SSeZr as an isolated structure from the Open Molecules 2025 dataset. Energies are from the ωB97M-V functional and the def2-TZVPD basis.

Geometry as ORCA input:
```
! wB97M-V def2-TZVPD RIJCOSX def2/J DEFGRID3
* xyz 3 1
Zr -0.1415 -0.2192 -0.3149
Se -3.1959 0.9364 -2.9090
S 0.2640 -2.8311 -0.6124
O -0.8278 -2.0814 -1.3385
O 1.5248 -2.4667 -1.2181
O -0.7956 -2.7147 2.8513
N 0.5354 0.3515 -2.4569
N 1.5837 -0.0101 3.6138
N 0.1721 -2.1345 0.8288
N 2.0732 0.1745 -0.0133
N -2.3195 -0.3606 0.5562
N -2.1148 0.4685 -1.5644
N -0.1426 2.0861 -0.4608
N 0.2210 0.3722 1.9423
N -4.6522 0.5725 -2.0233
N 3.7939 -0.1130 1.2994
C 0.1794 4.8276 -0.7718
C 0.4347 1.1409 -5.1186
C 1.4761 0.1328 2.2903
C -2.9065 0.0811 -0.5930
C 0.3957 3.9625 -1.8336
C 3.2076 0.0745 -0.7974
C -0.6757 -5.5815 1.8566
C 0.2792 2.0689 -4.0972
C -0.2294 -6.8067 -0.1974
C -0.3971 -4.4110 1.1874
C -4.5551 -0.8374 1.3348
C -5.1624 -0.3638 0.2104
C -3.1395 -0.8333 1.4722
C 0.3563 1.6526 -2.7838
C 0.3320 0.1585 4.1616
C 0.6663 -0.1807 -4.7885
C -0.5874 -6.7793 1.1490
C 4.2811 -0.1043 0.0058
C -0.0484 -4.4655 -0.1643
C 0.2043 2.6072 -1.6602
C -0.2343 4.3047 0.4382
C -0.3703 2.9380 0.5549
C -4.3103 0.1121 -0.8296
C 2.4731 0.0561 1.2457
C 0.6974 -0.5367 -3.4559
C -0.4991 0.4015 3.1192
C 0.0486 -5.6358 -0.8908
C -0.3883 -3.0275 1.7692
H -0.1623 -7.7533 -0.7164
H -0.9451 -5.5556 2.9050
H 0.1024 3.1086 -4.3320
H 3.1751 0.1289 -1.8703
H -0.7935 -7.7112 1.6588
H 5.3279 -0.2209 -0.2184
H 0.3296 5.8927 -0.8944
H 0.1473 0.0922 5.2203
H 0.7244 4.3486 -2.7875
H -6.2391 -0.3561 0.0894
H 0.3779 1.4534 -6.1535
H -0.4357 4.9388 1.2904
H -5.1419 -1.2331 2.1521
H 0.8667 -1.5597 -3.1694
H 4.3631 -0.2118 2.1272
H -1.5527 0.6119 3.1505
H 0.8084 -0.9377 -5.5469
H 2.4221 -0.2016 4.1421
H -0.6696 2.5047 1.4933
H -2.6793 -1.2419 2.3650
H 0.3230 -5.6539 -1.9368
*
```

Properties
ΔE to the lowest compared entry with this formula, charge and spin, kJ/mol: 83.3
Strongest force on any atom, eV Å⁻¹: 1.2
HOMO-LUMO gap, eV: 7.31
HOMO level, eV: -16.882